The following is a quantum chemistry calculation of 2 unconnected molecules or ions with the total composition C15H17INO7 in a non-equilibrium geometry, from the OMol25 dataset.

```
! wB97M-V def2-TZVPD RIJCOSX def2/J DEFGRID3
* xyz 1 1
C -0.704 1.118 -1.931
C -1.237 -0.087 -2.095
N -1.560 -1.549 -1.876
C -0.324 -2.357 -2.187
O -0.382 -3.735 -1.757
C 0.952 -4.363 -1.927
C -2.618 -1.921 -2.926
C -2.852 -0.776 -4.042
O -3.761 0.109 -4.005
I -1.486 -0.796 -5.775
C -2.184 -1.824 -0.533
C -0.912 -1.734 0.658
C -1.362 -0.917 2.084
O -0.363 -0.344 0.923
H -0.045 2.062 -1.749
H -0.224 -2.376 -3.351
H 0.586 -1.766 -1.797
H 1.816 -3.630 -1.683
H 1.032 -5.315 -1.257
H 1.018 -4.664 -3.051
H -3.634 -2.046 -2.363
H -2.406 -2.948 -3.419
H -2.552 -2.916 -0.480
H -2.961 -1.053 -0.186
H -0.181 -2.706 0.769
H -0.735 -0.222 2.735
H -0.945 -1.868 2.653
C 2.982 4.481 3.063
C 2.828 4.118 1.788
C 1.824 3.091 1.389
O 1.695 2.794 0.209
C 1.023 2.466 2.448
C 1.178 2.826 3.723
C 2.163 3.872 4.118
O 2.267 4.191 5.291
O 0.439 2.248 4.717
O 3.587 4.676 0.796
H 3.705 5.227 3.366
H 0.310 1.709 2.146
H 0.734 2.678 5.545
H 3.287 4.250 -0.032
*
```

Summary:
- max |F| (eV/A) = 7.89
- E_LUMO (eV) = -4.14
- E (Eh) = -1460.15433
- frontier orbital gap (eV) = 7.688
- HOMO energy (eV) = -11.83

---

The following is a quantum chemistry calculation of C15H17N3O2 in the gas phase in a non-equilibrium geometry, from the OMol25 dataset.

```
! wB97M-V def2-TZVPD RIJCOSX def2/J DEFGRID3
* xyz 0 1
C -2.736 1.426 0.884
C -2.547 0.101 0.217
C -1.212 -0.432 0.108
N -0.222 0.230 0.575
N 1.057 -0.208 0.514
C 1.596 -1.327 -0.050
O 0.964 -2.206 -0.593
C 3.109 -1.390 0.129
C 3.809 -0.146 -0.314
C 3.402 0.849 -1.169
C 4.452 1.781 -1.260
C 5.464 1.322 -0.464
N 5.073 0.152 0.110
C 5.870 -0.645 0.998
C -3.569 -0.627 -0.291
C -4.957 -0.290 -0.291
C -6.015 -1.011 -0.805
C -7.176 -0.255 -0.556
C -6.755 0.870 0.090
O -5.426 0.860 0.254
H -1.773 1.813 1.202
H -3.203 2.132 0.199
H -3.391 1.327 1.748
H -1.109 -1.397 -0.381
H 1.701 0.478 0.890
H 3.463 -2.259 -0.434
H 3.308 -1.579 1.190
H 2.460 0.900 -1.679
H 4.458 2.679 -1.845
H 6.432 1.739 -0.264
H 5.962 -1.667 0.622
H 5.429 -0.681 1.998
H 6.864 -0.209 1.074
H -3.354 -1.578 -0.761
H -5.956 -1.960 -1.298
H -8.183 -0.507 -0.817
H -7.289 1.719 0.469
*
```

Summary:
- max |F| (eV/A) = 1.31
- E_LUMO (eV) = 0.32
- energy relative to the best compared isomer or geometry (same formula, charge and spin) (eV) = 2.610
- structure (SMILES) = CC(/C=N/NC(=O)Cc1cccn1C)=C\c1ccco1
- E (Eh) = -896.47717
- frontier orbital gap (eV) = 7.834
- HOMO energy (eV) = -7.52

---

The following is a quantum chemistry calculation of C15H17N3OS in the gas phase, from the OMol25 dataset.

```
! wB97M-V def2-TZVPD RIJCOSX def2/J DEFGRID3
* xyz 0 1
C -5.735 -1.451 0.652
C -4.379 -0.905 0.323
C -4.248 0.348 -0.264
C -3.005 0.871 -0.559
C -1.860 0.145 -0.258
N -0.582 0.675 -0.563
C 0.313 -0.080 -1.437
N 1.693 0.099 -1.080
C 2.032 -0.498 0.216
C 3.502 -0.457 0.454
C 4.265 0.345 1.253
C 5.607 -0.063 1.058
C 5.557 -1.077 0.154
O 4.291 -1.322 -0.216
C 2.012 1.500 -1.179
N 1.052 2.311 -0.445
C -0.159 1.851 -0.043
S -1.021 2.722 1.070
C -1.976 -1.106 0.332
C -3.227 -1.623 0.614
H -6.125 -0.960 1.544
H -5.690 -2.520 0.844
H -6.432 -1.266 -0.162
H -5.134 0.922 -0.495
H -2.914 1.847 -1.009
H 0.185 0.259 -2.475
H 0.044 -1.137 -1.382
H 1.708 -1.541 0.175
H 1.522 0.002 1.053
H 3.915 1.118 1.907
H 6.479 0.344 1.527
H 6.324 -1.683 -0.287
H 1.998 1.778 -2.242
H 3.015 1.676 -0.783
H 1.367 3.137 0.038
H -1.090 -1.669 0.589
H -3.305 -2.596 1.078
*
```

Summary:
- max |F| (eV/A) = 0.97
- E_LUMO (eV) = 0.70
- energy relative to the best compared isomer or geometry (same formula, charge and spin) (eV) = 1.527
- structure (SMILES) = Cc1ccc(N2CN(Cc3ccco3)CNC2=S)cc1
- E (Eh) = -1219.47517
- frontier orbital gap (eV) = 8.466
- HOMO energy (eV) = -7.77

---

The following is a quantum chemistry calculation of a molecular structure, C15H17N4O3PdS2, from the OMol25 dataset.

```
! wB97M-V def2-TZVPD RIJCOSX def2/J DEFGRID3
* xyz 1 1
Pd 0.522 -0.352 -1.307
C 3.996 2.181 0.823
C 2.845 1.658 0.032
N 2.859 0.811 -0.911
N 3.881 0.189 -1.484
C 3.562 -0.498 -2.616
N 4.554 -1.086 -3.282
S 1.989 -0.564 -3.234
C 1.463 2.159 0.251
C 1.175 3.211 1.114
C -0.129 3.667 1.230
C -1.121 3.060 0.478
C -0.768 2.009 -0.351
N 0.483 1.564 -0.461
H 4.942 1.763 0.483
H 3.877 1.934 1.878
H 4.061 3.265 0.732
H 4.832 0.227 -1.127
H 5.515 -1.030 -2.986
H 4.337 -1.640 -4.093
H 1.965 3.667 1.691
H -0.362 4.485 1.895
H -2.150 3.381 0.525
H -1.516 1.495 -0.948
C -5.595 -1.321 1.455
C -4.195 -1.644 1.038
C -3.793 -1.534 -0.291
C -2.498 -1.865 -0.677
C -1.600 -2.305 0.287
C -1.980 -2.421 1.615
C -3.270 -2.092 1.981
S 0.085 -2.675 -0.124
O 0.197 -2.270 -1.599
O 0.376 -4.048 0.079
O 0.881 -1.668 0.598
H -6.131 -0.790 0.671
H -5.605 -0.712 2.358
H -6.141 -2.240 1.674
H -4.502 -1.205 -1.040
H -2.197 -1.808 -1.722
H -1.271 -2.770 2.351
H -3.571 -2.188 3.015
*
```

Summary:
- max |F| (eV/A) = 0.63
- E_LUMO (spin up / spin down) (eV) = -4.50 / -4.50
- energy relative to the best compared isomer or geometry (same formula, charge and spin) (eV) = 1.112
- E (Eh) = -1950.55271
- frontier orbital gap (spin up / spin down) (eV) = 7.291 / 7.290
- HOMO energy (spin up / spin down) (eV) = -11.79 / -11.79

---

The following is a quantum chemistry calculation of a molecular structure, C15H17N5O8P2SZn in a non-equilibrium geometry, from the OMol25 dataset.

```
! wB97M-V def2-TZVPD RIJCOSX def2/J DEFGRID3
* xyz 0 1
Zn -0.580 0.333 0.030
O 3.031 1.023 -1.097
P 1.960 -0.142 -1.191
O 2.318 -1.204 -2.131
O 0.584 0.506 -1.344
O 1.989 -0.771 0.342
P 1.604 0.216 1.572
O 2.222 -0.589 2.805
O 0.105 0.141 1.752
O 2.238 1.544 1.396
H 2.888 1.458 -0.232
H 3.167 -0.462 2.815
N -2.004 3.790 1.634
C -0.884 4.439 1.171
C -0.370 5.703 1.410
C 0.787 6.044 0.738
C 1.418 5.151 -0.137
C 0.925 3.884 -0.364
C -0.245 3.525 0.301
N -0.981 2.373 0.263
C -2.008 2.558 1.063
C -2.965 1.501 1.240
C -4.135 1.455 1.949
S -4.830 -0.108 1.833
C -3.521 -0.593 0.831
N -2.658 0.332 0.608
H -2.672 4.159 2.289
H -0.850 6.392 2.087
H 1.216 7.025 0.889
H 2.318 5.476 -0.638
H 1.407 3.184 -1.026
H -4.618 2.224 2.514
H -3.437 -1.586 0.435
N -0.882 -1.654 -0.311
C -0.098 -2.431 -0.664
N 0.676 -3.331 -1.143
C 0.669 -3.559 -2.577
C -0.145 -4.833 -2.830
O 0.394 -5.926 -2.116
C 0.410 -5.693 -0.726
C 1.223 -4.434 -0.385
H 1.702 -3.686 -2.911
H 0.247 -2.690 -3.080
H -0.117 -5.115 -3.883
H -1.192 -4.670 -2.526
H 0.863 -6.579 -0.281
H -0.622 -5.587 -0.354
H 2.262 -4.577 -0.698
H 1.189 -4.212 0.681
*
```

Summary:
- max |F| (eV/A) = 2.40
- E_LUMO (eV) = -0.35
- E (Eh) = -4318.10679
- frontier orbital gap (eV) = 8.328
- HOMO energy (eV) = -8.68

---

The following is a quantum chemistry calculation of C15H17N5OS in the gas phase in a non-equilibrium geometry, from the OMol25 dataset.

```
! wB97M-V def2-TZVPD RIJCOSX def2/J DEFGRID3
* xyz 0 1
C 0.470 1.327 6.007
C 1.100 1.080 4.670
C 2.434 1.407 4.445
C 3.018 1.194 3.215
C 2.280 0.646 2.167
O 2.971 0.492 0.988
C 2.349 -0.149 -0.093
C 2.314 -1.666 0.111
S 1.412 -2.497 -1.243
C -0.126 -1.948 -0.855
N -0.852 -1.283 -0.078
N -1.443 -2.004 -1.318
C -1.724 -1.172 -2.420
C -3.022 -1.111 -2.902
C -3.224 -0.306 -4.022
C -4.578 -0.144 -4.631
N -2.223 0.349 -4.590
C -1.010 0.214 -4.053
N 0.008 0.850 -4.669
N -0.713 -0.515 -2.977
C 0.947 0.317 2.376
C 0.376 0.538 3.620
H -0.468 0.786 6.100
H 1.137 1.017 6.810
H 0.265 2.390 6.135
H 3.021 1.833 5.246
H 4.051 1.447 3.036
H 2.963 0.093 -0.966
H 1.336 0.236 -0.260
H 1.821 -1.920 1.049
H 3.322 -2.080 0.106
H -3.816 -1.656 -2.423
H -4.517 0.521 -5.487
H -4.961 -1.112 -4.948
H -5.269 0.269 -3.898
H -0.214 1.505 -5.396
H 0.902 0.881 -4.216
H 0.328 -0.106 1.599
H -0.662 0.276 3.764
*
```

Summary:
- max |F| (eV/A) = 1.59
- E_LUMO (eV) = 0.52
- energy relative to the best compared isomer or geometry (same formula, charge and spin) (eV) = 3.341
- structure (SMILES) = Cc1ccc(OCCSC2=NN2c2cc(C)nc(N)n2)cc1
- E (Eh) = -1328.93625
- frontier orbital gap (eV) = 8.814
- HOMO energy (eV) = -8.29